Below is a molecular structure, C37H53GeN4O2SbSeSr at a distorted geometry, with properties calculated with ωB97M-V/def2-TZVPD.

XYZ file:
```
100
Properties=species:S:1:pos:R:3:forces:R:3:mulliken_charge:R:1
Sr 0.145591 -0.054491 0.098769 -1.069 -1.231 -1.764 0.507
C -2.278017 2.449732 -2.195393 0.004 0.013 0.027 -0.899
C -1.255583 3.112655 -1.326646 0.089 -0.101 -0.086 0.031
C -1.025275 4.484312 -1.419428 -0.034 0.055 -0.046 -0.899
C -0.052546 5.071275 -0.640844 0.015 0.049 0.007 -0.783
C 0.697677 4.273735 0.212347 -0.016 -0.087 -0.032 -0.879
C 0.421315 2.913104 0.255573 0.071 0.093 0.144 -0.042
N -0.547252 2.356411 -0.480991 0.101 0.170 0.361 1.503
Sb 1.841197 1.937202 1.647778 0.605 0.816 0.562 0.803
C 0.570790 0.716065 2.959139 0.138 0.038 0.140 0.301
C 1.008140 0.799271 4.276293 -0.049 -0.048 -0.111 -0.929
C 0.323997 0.073118 5.239257 0.001 -0.010 0.037 -0.673
C -0.749155 -0.703114 4.855413 -0.011 -0.030 0.045 -0.880
C -1.132310 -0.741572 3.517696 0.050 -0.015 -0.057 0.522
C -2.242690 -1.622188 3.047918 0.023 0.014 -0.023 -0.554
N -0.482763 -0.020301 2.597148 0.200 0.327 0.074 0.669
C 3.035581 0.432862 0.541323 0.073 -0.033 0.240 -0.129
C 4.395665 0.668723 0.684233 -0.085 -0.065 -0.024 -0.837
C 5.269552 -0.270606 0.147656 0.041 0.010 0.010 -0.729
C 4.766015 -1.383994 -0.493485 0.090 -0.010 -0.029 -0.651
C 3.388336 -1.544437 -0.615898 -0.171 0.055 -0.036 0.099
C 2.761234 -2.706278 -1.318511 0.029 0.041 0.046 -1.216
N 2.563184 -0.634457 -0.096454 0.133 0.289 0.263 0.796
H -2.305546 2.927856 -3.174684 0.005 -0.004 -0.004 0.530
H -3.274328 2.537135 -1.755188 -0.003 0.006 0.004 0.275
H -2.051778 1.394488 -2.332247 0.018 -0.011 -0.011 -0.311
H -1.610376 5.070001 -2.116376 0.011 0.000 0.005 0.518
H 0.139311 6.134828 -0.704883 -0.005 -0.001 -0.004 0.396
H 1.488271 4.701707 0.814213 -0.006 -0.004 0.009 0.459
H 1.860061 1.409760 4.544699 0.002 0.007 -0.009 0.440
H 0.635632 0.109302 6.275275 -0.005 -0.007 0.001 0.395
H -1.291953 -1.297208 5.577977 0.004 0.005 0.002 0.482
H -1.814017 -2.443984 2.470095 -0.004 0.005 0.009 -0.048
H -2.900837 -1.078300 2.373693 0.017 -0.003 0.012 -0.357
H -2.812841 -2.022142 3.884267 -0.005 -0.001 0.010 0.472
H 4.766360 1.547156 1.195169 -0.005 0.002 0.009 0.474
H 6.339075 -0.127907 0.236565 0.001 -0.006 -0.003 0.409
H 5.427316 -2.129407 -0.914501 0.003 0.011 -0.002 0.518
H 3.447985 -3.143111 -2.041811 0.014 -0.011 -0.003 0.482
H 1.853496 -2.380594 -1.827648 -0.007 0.012 -0.018 -0.014
H 2.483642 -3.465649 -0.583097 -0.004 0.011 0.004 0.327
C -3.081868 -2.956150 -2.039159 0.057 0.020 0.002 -1.146
C -2.390326 -1.987881 -2.966917 -0.011 -0.022 0.029 -0.160
C -2.800561 -1.859769 -4.289420 -0.016 -0.015 -0.038 -1.002
C -2.107651 -0.977126 -5.107321 -0.004 0.011 -0.085 0.718
C -2.531012 -0.790928 -6.544760 0.015 -0.001 0.020 -1.858
C -1.015944 -0.260577 -4.636955 0.069 -0.013 0.143 -0.243
C -0.523074 -0.362364 -3.298050 0.178 -0.064 0.069 -0.916
C -1.315712 -1.253049 -2.503702 -0.124 0.175 0.075 1.246
N 0.524912 0.264072 -2.690566 -0.442 0.128 -0.009 1.936
C 1.556415 1.030917 -3.417538 -0.059 -0.169 -0.053 1.032
C 1.204898 1.830736 -4.694237 -0.124 -0.015 0.116 -2.229
C 2.108883 2.080673 -2.453315 0.034 0.017 0.138 -1.025
C 2.709690 0.092488 -3.802820 -0.050 -0.103 -0.048 -1.301
H -3.931814 -3.432221 -2.527549 -0.013 0.006 -0.010 0.341
H -3.441843 -2.458572 -1.135456 -0.005 0.004 0.024 -0.079
H -2.391854 -3.735657 -1.709540 -0.004 0.002 -0.007 0.167
H -3.636724 -2.434787 -4.671175 0.002 0.004 0.001 0.251
H -3.446162 -1.342349 -6.760830 -0.002 0.001 0.002 0.368
H -1.756682 -1.142788 -7.230114 -0.005 0.000 0.004 0.325
H -2.709337 0.262798 -6.769591 0.003 -0.001 0.001 0.343
H -0.569333 0.409353 -5.342982 0.146 0.100 -0.075 0.167
H -1.121508 -1.392381 -1.448683 0.268 -0.269 -0.047 -0.356
H 0.321037 2.457144 -4.551778 -0.067 -0.052 -0.011 0.270
H 1.061332 1.197344 -5.564765 0.005 -0.005 -0.017 0.537
H 2.047050 2.487979 -4.925566 -0.021 0.041 0.030 0.529
H 1.354387 2.841603 -2.241205 0.040 -0.014 -0.026 0.288
H 2.980364 2.578455 -2.884369 0.046 0.018 0.009 0.589
H 2.423554 1.616084 -1.515896 -0.056 0.038 -0.072 -0.104
H 2.328110 -0.720719 -4.423632 0.015 -0.025 -0.004 0.298
H 3.163791 -0.338021 -2.910651 -0.007 -0.035 0.023 -0.045
H 3.488982 0.619917 -4.361509 0.006 0.003 -0.008 0.467
C -6.373647 -1.379581 -1.989701 -0.014 -0.010 -0.039 -1.155
Ge -6.665503 -0.719347 -0.181188 -0.009 -0.016 -0.019 0.590
C -7.136898 1.174223 -0.205653 -0.007 0.062 0.002 -1.193
C -8.065428 -1.745176 0.715387 -0.047 -0.027 0.022 -1.231
C -4.988193 -0.919909 0.823030 0.015 -0.096 0.002 -1.484
Se -3.574881 0.128469 -0.027104 0.141 0.195 0.068 0.471
C -3.661819 1.639048 1.200363 -0.029 -0.004 -0.012 -0.953
H -7.192429 -1.072065 -2.641506 0.003 -0.008 -0.002 0.473
H -6.322304 -2.468882 -1.994939 0.011 0.006 -0.006 0.288
H -5.441074 -0.988676 -2.399802 -0.002 -0.003 -0.012 0.289
H -8.041025 1.331238 -0.794850 0.003 0.006 0.004 0.412
H -6.330433 1.754916 -0.655914 -0.013 0.003 -0.001 0.303
H -7.318881 1.544826 0.804381 -0.001 0.009 -0.009 0.333
H -9.008463 -1.656476 0.174407 0.002 -0.010 0.011 0.378
H -8.219628 -1.384021 1.732908 -0.007 -0.007 -0.001 0.351
H -7.795911 -2.801006 0.761182 -0.012 0.004 0.003 0.363
H -4.665242 -1.961494 0.837129 0.013 0.003 0.009 0.566
H -5.077969 -0.586086 1.856818 -0.014 -0.002 0.012 0.646
H -4.659163 2.073957 1.196581 -0.003 -0.008 -0.005 0.397
H -2.940114 2.380173 0.861537 -0.005 -0.009 0.003 0.095
H -3.395400 1.318322 2.206937 0.003 -0.008 -0.007 0.266
C -0.256363 -4.873104 0.313409 0.052 -0.007 -0.027 -0.656
O 0.668572 -4.257992 1.220620 -0.039 -0.040 0.029 -0.331
C 0.658206 -2.885541 1.309449 0.073 0.164 0.098 -0.862
O -0.187146 -2.356314 0.543663 -0.232 -0.315 -0.082 0.920
H -0.150973 -5.945798 0.458759 0.005 -0.006 -0.003 0.318
H -0.027281 -4.612636 -0.722217 -0.008 0.012 0.003 0.230
H -1.282068 -4.564652 0.516158 -0.014 -0.007 0.022 0.192
```
Forces are in eV/Å.

Calculated values
- Kohn-Sham gap (eV) = 5.36
- ΔE to the lowest compared entry with this formula, charge and spin (kJ/mol) = 172.0
- HOMO level (eV) = -5.572
- calculated total energy (eV) = -178519.316